Version one
C6H14 in the gas phase, computed with wB97M-V/def2-TZVPD.

As for the HOMO-LUMO gap: 11.588 eV. As for the SMILES: CCCC(C)C.

XYZ file:
```
20
C6H14 (wB97M-V/def2-TZVPD)
C -1.015 0.531 -2.058
C -1.519 -0.418 -0.966
C -0.848 -0.115 0.375
C 0.651 0.197 0.507
C 0.962 0.694 1.946
C 1.534 -1.091 0.253
H -1.659 0.777 -2.911
H -0.663 1.463 -1.613
H -0.100 0.188 -2.570
H -1.610 -1.426 -1.339
H -2.558 -0.142 -0.716
H -1.146 -0.834 1.166
H -1.257 0.831 0.749
H 0.916 0.933 -0.245
H 0.545 1.685 2.171
H 2.039 0.684 2.101
H 0.472 -0.015 2.610
H 1.305 -1.487 -0.740
H 2.547 -0.696 0.191
H 1.403 -1.759 1.091
```

Version two
A molecular structure, C6H14, computed with wB97M-V/def2-TZVPD.

As for the HOMO-LUMO gap: 9.404 eV.

XYZ file:
```
20
C6H14 (wB97M-V/def2-TZVPD)
C -0.112 0.658 -2.551
C -0.720 0.574 -1.176
C -0.047 0.263 -0.060
C 1.445 0.080 -0.054
C -0.762 0.237 1.280
C -0.179 -0.566 2.451
H 0.351 -0.284 -2.893
H -0.871 0.925 -3.290
H 0.667 1.428 -2.584
H -1.798 0.716 -1.086
H -0.543 -1.320 -0.666
H -0.236 -1.879 -0.217
H 1.823 -0.613 0.708
H 1.844 -0.235 -1.024
H 1.838 1.076 0.170
H -1.808 -0.059 1.129
H -0.774 1.294 1.556
H 0.822 -0.220 2.731
H -0.820 -0.434 3.332
H -0.121 -1.640 2.242
```

Stability verdict: version one, ahead by 45.3 kcal/mol

Version one
A molecular structure, C16H48O8, computed with wB97M-V/def2-TZVPD.

As for the HOMO-LUMO gap: 9.108 eV.

XYZ file:
```
72
C16H48O8 (wB97M-V/def2-TZVPD)
C 4.387 -2.378 -0.374
C 3.185 -3.249 -0.765
O 2.305 -3.186 0.291
H 4.811 -2.706 0.575
H 4.024 -1.354 -0.281
H 5.148 -2.382 -1.155
H 3.432 -4.286 -0.990
H 2.674 -2.880 -1.654
H 1.495 -3.595 -0.020
C 0.591 -1.232 0.200
C 0.189 0.079 1.000
O -0.742 0.805 0.195
H 1.367 -1.034 -0.539
H -0.289 -1.573 -0.347
H 0.908 -2.080 0.807
H 1.092 0.674 1.142
H -0.263 -0.141 1.967
H -1.597 0.841 0.630
C 3.115 -0.982 2.314
C 2.358 -2.280 2.826
O 2.977 -3.428 2.251
H 2.590 -0.061 2.569
H 3.211 -1.043 1.230
H 4.104 -1.000 2.770
H 1.336 -2.276 2.447
H 2.388 -2.245 3.915
H 2.874 -3.453 1.296
C -3.405 3.152 -1.450
C -3.140 1.672 -1.397
O -4.367 0.897 -1.324
H -4.197 3.488 -2.119
H -2.541 3.801 -1.589
H -3.728 3.509 -0.472
H -2.583 1.380 -0.507
H -2.620 1.443 -2.327
H -4.708 0.912 -2.222
C -0.628 1.977 -3.578
C -0.319 1.727 -2.101
O -0.687 0.330 -1.763
H -0.292 1.129 -4.175
H -0.167 2.866 -4.008
H -1.705 2.066 -3.722
H -0.918 2.346 -1.433
H 0.735 1.800 -1.833
H -0.608 0.373 -0.808
C -1.731 -3.424 -0.391
C -2.132 -1.921 -0.172
O -3.540 -1.798 -0.075
H -0.656 -3.598 -0.431
H -2.105 -3.805 -1.341
H -2.128 -4.180 0.287
H -1.747 -1.394 -1.045
H -1.758 -1.518 0.769
H -3.756 -0.891 0.152
C 1.781 2.797 0.150
C 3.035 2.078 -0.484
O 3.971 1.921 0.596
H 1.920 3.852 0.386
H 1.482 2.306 1.076
H 0.933 2.682 -0.525
H 3.464 2.581 -1.351
H 2.695 1.105 -0.838
H 4.769 1.493 0.279
C -3.331 2.268 1.910
C -2.444 1.072 2.287
O -2.248 0.234 1.194
H -4.390 2.022 1.832
H -3.083 2.806 0.995
H -3.383 3.023 2.695
H -2.862 0.515 3.125
H -1.436 1.339 2.605
H -3.114 0.013 0.844
```

Version two
8 unconnected molecules or ions with the total composition C16H48O8, computed with wB97M-V/def2-TZVPD.

As for the HOMO-LUMO gap: 9.948 eV. As for the SMILES: CCO.CCO.CCO.CCO.CCO.CCO.CCO.CCO.

XYZ file:
```
72
C16H48O8 (wB97M-V/def2-TZVPD)
C 0.252 -1.542 -4.708
C -0.846 -1.584 -5.750
O -0.666 -2.738 -6.550
H 1.208 -1.285 -5.169
H 0.341 -2.490 -4.180
H 0.034 -0.737 -4.002
H -0.795 -0.657 -6.338
H -1.834 -1.607 -5.275
H -1.357 -2.753 -7.218
C -0.672 0.323 -1.049
C -0.763 1.262 0.149
O -1.181 0.560 1.325
H -0.603 0.924 -1.960
H -1.595 -0.253 -1.104
H 0.192 -0.337 -0.979
H -1.544 1.990 -0.070
H 0.194 1.757 0.322
H -0.427 0.045 1.652
C -0.109 -0.427 4.554
C 1.044 0.029 3.683
O 1.055 -0.670 2.417
H -0.228 0.245 5.407
H 0.073 -1.434 4.927
H -1.051 -0.406 4.002
H 1.976 -0.214 4.202
H 1.009 1.089 3.456
H 1.440 -1.542 2.541
C 2.124 1.828 -3.498
C 2.766 1.735 -2.129
O 4.162 1.965 -2.281
H 2.395 0.976 -4.123
H 2.465 2.728 -4.014
H 1.040 1.904 -3.414
H 2.557 0.745 -1.705
H 2.275 2.452 -1.456
H 4.573 2.050 -1.417
C -1.379 -3.198 1.291
C -2.625 -2.971 2.098
O -3.285 -4.228 2.267
H -0.836 -2.254 1.191
H -1.603 -3.568 0.292
H -0.713 -3.890 1.807
H -3.295 -2.243 1.629
H -2.329 -2.557 3.074
H -4.111 -4.089 2.737
C 0.993 4.421 2.441
C 0.131 4.633 1.209
O -0.196 6.005 1.026
H 0.516 4.904 3.296
H 1.988 4.847 2.316
H 1.056 3.359 2.693
H -0.835 4.146 1.334
H 0.636 4.212 0.333
H 0.598 6.483 0.770
C 3.233 -2.051 -2.616
C 3.640 -3.387 -2.026
O 2.515 -4.264 -1.841
H 4.124 -1.416 -2.677
H 2.465 -1.522 -2.055
H 2.880 -2.180 -3.641
H 4.075 -3.262 -1.038
H 4.341 -3.872 -2.709
H 2.307 -4.663 -2.690
C -3.700 1.621 3.948
C -3.968 0.393 3.084
O -3.884 0.718 1.708
H -3.874 1.428 5.010
H -4.398 2.392 3.622
H -2.677 1.981 3.828
H -4.995 0.067 3.284
H -3.324 -0.457 3.322
H -2.974 0.531 1.436
```

Version three
8 unconnected molecules or ions with the total composition C16H48O8, computed with wB97M-V/def2-TZVPD.

As for the HOMO-LUMO gap: 9.772 eV. As for the SMILES: CCO.CCO.CCO.CCO.CCO.CCO.CCO.CCO.

XYZ file:
```
72
C16H48O8 (wB97M-V/def2-TZVPD)
C -0.878 0.330 0.648
C 0.495 0.524 -0.074
O 0.570 -0.232 -1.312
H -0.933 1.114 1.280
H -0.826 -0.506 1.220
H -1.677 0.326 -0.061
H 1.385 0.124 0.372
H 0.612 1.358 -0.502
H 1.077 0.521 -1.744
C -1.777 -4.413 -1.847
C -1.536 -2.879 -2.187
O -1.646 -2.099 -1.021
H -1.031 -4.663 -0.996
H -1.842 -4.963 -2.719
H -2.748 -4.235 -1.399
H -1.988 -2.310 -3.059
H -0.392 -3.000 -2.496
H -0.846 -1.563 -0.992
C 5.255 -0.966 -2.776
C 4.062 -0.500 -1.915
O 3.509 -1.499 -1.114
H 5.831 -0.180 -3.247
H 4.684 -1.650 -3.487
H 5.960 -1.369 -2.029
H 3.370 -0.246 -2.629
H 4.360 0.377 -1.490
H 3.572 -1.352 -0.334
C -5.206 -0.410 -2.017
C -4.918 -0.911 -0.622
O -4.608 -2.336 -0.713
H -5.251 0.580 -1.905
H -6.102 -0.781 -2.621
H -4.413 -0.500 -2.636
H -5.708 -0.645 0.033
H -3.990 -0.617 -0.143
H -3.690 -2.539 -0.903
C 2.283 -2.766 1.943
C 3.559 -3.680 2.189
O 4.660 -2.940 2.601
H 1.489 -3.501 1.793
H 2.311 -2.318 1.213
H 1.971 -2.171 2.815
H 3.859 -4.423 1.223
H 3.097 -4.469 3.101
H 5.510 -3.379 2.868
C -0.547 4.748 1.511
C -0.628 5.762 2.749
O -0.609 4.835 3.929
H -0.412 5.242 0.472
H -1.752 4.549 1.357
H 0.166 3.798 1.546
H -1.712 6.288 2.879
H 0.320 6.499 2.818
H -0.763 5.687 4.576
C -1.465 1.142 -3.832
C -0.159 1.761 -4.537
O 0.939 1.609 -3.714
H -2.195 0.925 -4.607
H -2.052 1.694 -3.097
H -1.280 0.089 -3.494
H -0.376 2.731 -4.535
H -0.020 0.964 -5.388
H 1.700 2.169 -3.945
C 0.418 0.546 4.495
C -0.248 1.594 5.242
O -1.271 2.114 4.444
H 1.151 -0.142 5.124
H 0.981 0.701 3.760
H -0.383 -0.127 4.081
H 0.569 2.456 5.684
H -0.784 1.153 6.053
H -1.062 2.999 4.141
```

Stability verdict: version two, ahead by 243.1 kcal/mol

Version one
A gas-phase ion, C4H4NO (charge +1), computed with wB97M-V/def2-TZVPD.

As for the HOMO-LUMO gap (alpha / beta): 8.622 / 8.621 eV. The net charge is +1.

XYZ file:
```
10
C4H4NO (wB97M-V/def2-TZVPD)
C 0.209 -1.029 0.053
C -0.959 -1.694 0.031
C 0.146 0.490 0.004
C 1.212 1.306 -0.010
N -2.103 0.194 -0.082
O -1.145 0.944 -0.032
H 1.205 -1.354 -0.025
H -1.798 -2.265 -0.277
H 1.107 2.454 0.083
H 2.125 0.954 0.255
```

Version two
A molecular structure, C4H4NO, computed with wB97M-V/def2-TZVPD.

As for the HOMO-LUMO gap: 10.783 eV. The net charge is +1.

XYZ file:
```
10
C4H4NO (wB97M-V/def2-TZVPD)
C -0.378 -0.399 0.255
C 2.276 -0.189 -0.155
C -0.145 0.835 -0.018
C -3.100 -0.344 0.114
N 1.004 -0.019 0.010
O -4.019 0.290 -0.035
H 2.723 -1.117 -0.093
H 2.957 0.728 -0.352
H -0.301 1.636 -0.587
H -1.017 -1.420 0.861
```

Version three
A molecular structure, C4H4NO, computed with wB97M-V/def2-TZVPD.

As for the HOMO-LUMO gap (alpha / beta): 7.318 / 7.312 eV. The net charge is +1.

XYZ file:
```
10
C4H4NO (wB97M-V/def2-TZVPD)
C 1.135 0.790 0.511
C 0.838 -0.929 -0.353
C 0.017 0.180 0.015
C -1.451 0.415 0.062
N 2.393 0.450 0.298
O 2.156 -0.776 -0.177
H 0.351 -1.925 -0.665
H -2.128 -0.443 -0.240
H -1.601 1.347 -0.568
H -1.709 0.893 1.117
```

Stability verdict: version two, ahead by 39.8 kcal/mol

Version one
C17H22N4O5 in the gas phase, computed with wB97M-V/def2-TZVPD.

As for the HOMO-LUMO gap: 9.746 eV. As for the SMILES: C#CCOC(=O)CNC(=O)[C@H](CCCOC)NC(=O)c1cnc(C)cn1.

XYZ file:
```
48
C17H22N4O5 (wB97M-V/def2-TZVPD)
C 2.594 -6.545 -1.177
C 1.834 -6.679 -0.230
C 0.908 -6.812 0.914
O 0.803 -5.630 1.708
C 0.023 -4.591 1.328
O -0.744 -4.593 0.362
C 0.148 -3.396 2.293
N -0.548 -2.194 1.787
C 0.079 -1.156 1.214
O 1.306 -1.079 1.129
C -0.815 -0.046 0.622
C -1.149 -0.342 -0.866
C -2.107 0.686 -1.511
C -2.566 0.300 -2.924
O -1.429 0.220 -3.772
C -1.740 -0.139 -5.109
N -0.134 1.239 0.782
C -0.687 2.370 1.224
O -1.872 2.488 1.525
C 0.263 3.518 1.342
C 1.123 3.635 2.445
N 1.979 4.686 2.562
C 1.962 5.617 1.575
C 2.926 6.775 1.733
C 1.101 5.505 0.479
N 0.249 4.456 0.352
H 3.252 -6.408 -2.006
H -0.067 -7.124 0.534
H 1.287 -7.621 1.539
H -0.259 -3.687 3.260
H 1.213 -3.218 2.461
H -1.558 -2.201 1.785
H -1.752 -0.039 1.183
H -0.227 -0.375 -1.451
H -1.593 -1.337 -0.949
H -2.986 0.818 -0.879
H -1.624 1.663 -1.561
H -3.096 -0.655 -2.898
H -3.263 1.052 -3.300
H -0.823 -0.175 -5.698
H -2.207 -1.123 -5.160
H -2.405 0.590 -5.575
H 0.865 1.188 0.652
H 1.133 2.907 3.245
H 2.871 7.467 0.892
H 2.703 7.331 2.645
H 3.951 6.408 1.804
H 1.079 6.244 -0.309
```

Version two
C17H22N4O5 in the gas phase, computed with wB97M-V/def2-TZVPD.

As for the HOMO-LUMO gap: 9.789 eV. As for the SMILES: C#CCOC(=O)CNC(=O)[C@H](CCCOC)NC(=O)c1cnc(C)cn1.

XYZ file:
```
48
C17H22N4O5 (wB97M-V/def2-TZVPD)
C -3.943 -3.314 -2.337
C -4.029 -2.150 -2.604
C -4.141 -0.733 -2.934
O -3.725 0.106 -1.841
C -2.396 0.249 -1.701
O -1.580 -0.234 -2.438
C -2.076 1.122 -0.507
N -0.658 1.198 -0.279
C -0.082 0.475 0.728
O -0.715 -0.013 1.643
C 1.423 0.294 0.599
C 1.691 -0.913 -0.311
C 3.175 -1.129 -0.575
C 3.424 -2.323 -1.472
O 2.980 -3.492 -0.815
C 3.151 -4.642 -1.607
N 1.970 0.122 1.924
C 3.126 0.698 2.300
O 3.856 1.335 1.557
C 3.480 0.492 3.749
C 4.651 1.040 4.256
N 4.997 0.890 5.528
C 4.173 0.189 6.308
C 4.557 0.013 7.744
C 2.999 -0.354 5.788
N 2.652 -0.205 4.518
H -3.863 -4.346 -2.098
H -3.546 -0.506 -3.818
H -5.179 -0.465 -3.116
H -2.511 2.110 -0.674
H -2.545 0.702 0.382
H -0.082 1.393 -1.083
H 1.878 1.189 0.168
H 1.263 -1.802 0.156
H 1.162 -0.769 -1.259
H 3.610 -0.241 -1.039
H 3.706 -1.281 0.367
H 2.886 -2.208 -2.425
H 4.494 -2.409 -1.705
H 2.790 -5.493 -1.033
H 2.579 -4.572 -2.540
H 4.207 -4.801 -1.857
H 1.391 -0.323 2.624
H 5.308 1.607 3.610
H 3.816 -0.569 8.289
H 5.522 -0.490 7.812
H 4.663 0.987 8.223
H 2.326 -0.924 6.419
```

Stability verdict: version two, ahead by 20.0 kcal/mol